No. 1
# C3H8O2

A 2-piece molecular cluster, C3H8O2 overall (ωB97M-V with the def2-TZVPD basis set, the Open Molecules 2025 dataset).

ORCA input file:
```
! wB97M-V def2-TZVPD RIJCOSX def2/J DEFGRID3
* xyz 0 1
C 0.675 0.518 0.778
C 0.990 -0.460 -0.269
C -1.021 -0.845 -0.704
O -0.716 0.104 1.209
O 0.621 1.850 0.357
H 0.460 1.853 -0.598
H -1.282 0.894 1.324
H 1.253 0.468 1.704
H 1.355 -1.415 0.097
H 1.513 -0.072 -1.140
H -1.077 -0.096 -1.485
H -1.992 -0.956 -0.227
H -0.778 -1.843 -1.046
*
```

Output
**F_max**: 3.24 eV/Å
**HOMO**: -8.585 eV
**Relative energy (zero: lowest compared OMol25 entry of this formula, charge and spin)**: 94.7 kcal per mole
**LUMO**: 0.80 eV
**Orbital gap**: 9.4 eV

No. 2
# C3H8O2

A 2-piece molecular cluster, C3H8O2 overall (ωB97M-V with the def2-TZVPD basis set, the Open Molecules 2025 dataset).

ORCA input file:
```
! wB97M-V def2-TZVPD RIJCOSX def2/J DEFGRID3
* xyz 0 1
O -2.132 -5.439 -0.093
C -3.096 -5.268 -0.776
O -3.038 -5.578 -2.082
H -4.055 -4.883 -0.396
H -3.721 -5.134 -2.585
C 1.838 3.045 0.041
C 2.188 3.470 1.458
H 2.565 2.988 -0.772
H 1.195 3.808 -0.410
H 1.334 2.077 0.026
H 3.184 3.909 1.481
H 1.578 4.301 1.871
H 2.161 2.706 2.236
*
```

Output
**F_max**: 1.44 eV/Å
**HOMO**: -10.932 eV
**Relative energy (zero: lowest compared OMol25 entry of this formula, charge and spin)**: 21.1 kcal per mole
**SMILES**: O=CO.CC
**LUMO**: 0.58 eV
**Orbital gap**: 11.5 eV

No. 3
# C3H8O2

A 2-piece molecular cluster, C3H8O2 overall (ωB97M-V with the def2-TZVPD basis set, the Open Molecules 2025 dataset).

ORCA input file:
```
! wB97M-V def2-TZVPD RIJCOSX def2/J DEFGRID3
* xyz 0 1
C 1.784 1.762 -0.828
O 1.908 1.093 0.156
H 0.887 2.348 -1.086
H 2.571 1.794 -1.602
C -0.180 -1.488 0.332
C -1.124 -0.382 0.751
O -1.236 0.677 -0.189
H 0.832 -1.146 0.322
H -0.303 -2.281 1.075
H -0.469 -1.927 -0.623
H -0.793 0.049 1.692
H -2.113 -0.825 0.910
H -1.761 0.328 -0.911
*
```

Output
**F_max**: 0.95 eV/Å
**HOMO**: -10.011 eV
**Relative energy (zero: lowest compared OMol25 entry of this formula, charge and spin)**: 37.3 kcal per mole
**SMILES**: C=O.CCO
**LUMO**: 0.94 eV
**Orbital gap**: 11.0 eV

No. 4
# C3H8O2

An isolated molecule of C3H8O2 (ωB97M-V with the def2-TZVPD basis set, the Open Molecules 2025 dataset).

ORCA input file:
```
! wB97M-V def2-TZVPD RIJCOSX def2/J DEFGRID3
* xyz 0 1
O 1.499 0.567 0.602
C 1.106 -0.225 -0.536
C -0.418 -0.497 -0.669
C -1.238 0.270 0.373
O -0.824 -0.011 1.685
H 1.269 1.494 0.455
H 1.642 -1.164 -0.385
H 1.506 0.248 -1.440
H -0.617 -1.569 -0.546
H -0.773 -0.222 -1.673
H -1.177 1.351 0.145
H -2.295 -0.010 0.297
H 0.132 0.185 1.683
*
```

Output
**F_max**: 0.48 eV/Å
**HOMO**: -9.996 eV
**Relative energy (zero: lowest compared OMol25 entry of this formula, charge and spin)**: 23.1 kcal per mole
**SMILES**: OCCCO
**LUMO**: 0.75 eV
**Orbital gap**: 10.7 eV

No. 5
# C3H8O2

A 2-piece molecular cluster, C3H8O2 overall (ωB97M-V with the def2-TZVPD basis set, the Open Molecules 2025 dataset).

ORCA input file:
```
! wB97M-V def2-TZVPD RIJCOSX def2/J DEFGRID3
* xyz 1 2
O -0.047 1.086 1.094
C -1.058 0.748 0.446
O -0.967 -0.130 -0.465
C -2.390 1.376 0.729
H -0.045 -0.494 -0.524
H -2.931 1.358 -0.216
H -2.281 2.381 1.124
H -2.864 0.745 1.476
C 2.522 -1.423 -0.730
H 2.344 -2.347 -1.273
H 1.644 -0.767 -0.801
H 3.337 -0.862 -1.167
H 2.736 -1.670 0.308
*
```

Output
**F_max**: 0.97 eV/Å
**HOMO (alpha / beta)**: -17.179 / -17.176 eV
**Relative energy (zero: lowest compared OMol25 entry of this formula, charge and spin)**: 20.3 kcal per mole
**LUMO (alpha / beta)**: -5.02 / -10.06 eV
**Expectation value of S²**: 0.755
**Orbital gap (alpha / beta)**: 12.2 / 7.1 eV

No. 6
# C3H8O2

A 2-piece molecular cluster, C3H8O2 overall (ωB97M-V with the def2-TZVPD basis set, the Open Molecules 2025 dataset).

ORCA input file:
```
! wB97M-V def2-TZVPD RIJCOSX def2/J DEFGRID3
* xyz 1 2
O 2.125 -0.498 -0.788
C 1.718 -1.554 -1.165
H 0.942 -2.101 -0.603
H 1.989 -2.058 -2.094
C -1.381 1.081 0.979
O -0.002 0.655 0.816
C -2.266 0.225 0.086
H -1.379 2.120 0.668
H -1.462 0.961 2.060
H 0.597 1.295 0.401
H -1.783 0.149 -0.843
H -3.269 0.625 0.021
H -2.313 -0.784 0.489
*
```

Output
**F_max**: 1.93 eV/Å
**HOMO (alpha / beta)**: -16.494 / -14.457 eV
**Relative energy (zero: lowest compared OMol25 entry of this formula, charge and spin)**: 55.8 kcal per mole
**LUMO (alpha / beta)**: -4.39 / -9.99 eV
**Expectation value of S²**: 0.757
**Orbital gap (alpha / beta)**: 12.1 / 4.5 eV

No. 7
# C3H8O2P2S2

An isolated molecule of C3H8O2P2S2 (ωB97M-V with the def2-TZVPD basis set, the Open Molecules 2025 dataset).

ORCA input file:
```
! wB97M-V def2-TZVPD RIJCOSX def2/J DEFGRID3
* xyz 0 1
C 2.024 0.308 1.675
P 1.593 -0.188 0.122
O 2.549 0.239 -1.071
C 0.045 0.754 -0.424
P -1.473 -0.173 -0.271
C -2.507 -0.075 -1.607
O -2.242 0.341 1.108
S -0.668 -1.951 0.874
S 0.833 -2.189 -0.501
H 3.033 0.243 1.925
H 1.437 -0.025 2.525
H 3.315 0.802 -0.735
H 0.077 1.862 0.034
H 0.345 0.954 -1.423
H -3.450 0.069 -1.178
H -2.193 -0.561 -2.453
H -2.717 -0.411 1.400
*
```

Output
**F_max**: 4.23 eV/Å
**HOMO**: -7.973 eV
**Relative energy (zero: lowest compared OMol25 entry of this formula, charge and spin)**: 38.7 kcal per mole
**SMILES**: C=[P@]1(O)C[P@](=C)(O)SS1
**LUMO**: -0.03 eV
**Orbital gap**: 7.9 eV

No. 8
# C3H8O2S

A 2-piece molecular cluster, C3H8O2S overall (ωB97M-V with the def2-TZVPD basis set, the Open Molecules 2025 dataset).

ORCA input file:
```
! wB97M-V def2-TZVPD RIJCOSX def2/J DEFGRID3
* xyz -2 1
C 0.074 0.688 -0.166
O -1.007 1.116 -0.917
C -0.198 -0.046 1.188
C 0.856 -1.129 1.392
S 0.935 -1.859 3.093
H 0.513 -0.107 -0.809
H 0.908 1.393 -0.024
H -1.229 -0.405 1.200
H -0.163 0.745 1.940
H 1.777 -0.605 1.084
H 0.784 -1.960 0.695
H -1.051 1.196 -2.009
H -1.155 0.013 -3.268
O -1.045 0.960 -3.399
*
```

Output
**F_max**: 2.91 eV/Å
**HOMO**: 0.193 eV
**Relative energy (zero: lowest compared OMol25 entry of this formula, charge and spin)**: 11.6 kcal per mole
**LUMO**: 6.01 eV
**Orbital gap**: 5.8 eV

No. 9
# C3H8O2S

A 2-piece molecular cluster, C3H8O2S overall (ωB97M-V with the def2-TZVPD basis set, the Open Molecules 2025 dataset).

ORCA input file:
```
! wB97M-V def2-TZVPD RIJCOSX def2/J DEFGRID3
* xyz -2 1
C -0.311 0.824 0.560
O 0.429 1.646 1.469
C 0.282 -0.493 -0.134
C -0.503 -1.006 -1.375
S 0.245 -2.379 -2.382
H -0.440 1.537 -0.413
H -1.280 0.746 1.026
H 1.336 -0.336 -0.170
H 0.269 -1.296 0.628
H -1.420 -1.417 -0.912
H -0.878 -0.076 -1.831
H 0.153 2.213 2.343
H -0.689 2.488 3.913
O -0.152 3.137 3.433
*
```

Output
**F_max**: 3.63 eV/Å
**HOMO**: -0.020 eV
**Relative energy (zero: lowest compared OMol25 entry of this formula, charge and spin)**: 25.4 kcal per mole
**LUMO**: 5.92 eV
**Orbital gap**: 5.9 eV

No. 10
# C3H8O2S

A 3-piece molecular cluster, C3H8O2S overall (ωB97M-V with the def2-TZVPD basis set, the Open Molecules 2025 dataset).

ORCA input file:
```
! wB97M-V def2-TZVPD RIJCOSX def2/J DEFGRID3
* xyz 0 1
O -0.939 -0.614 -2.248
C -1.585 -0.584 -1.129
C -1.255 0.172 -0.016
C -0.082 1.149 -0.176
S 1.501 1.056 0.725
H -2.366 -1.511 -1.047
H 1.566 -1.206 -1.152
H -1.490 -0.046 0.946
H 0.130 1.112 -1.220
H -0.397 2.212 -0.061
H 1.087 -0.798 -1.432
H 0.740 -1.972 2.530
H 0.634 -0.814 1.416
O 0.140 -1.673 1.790
*
```

Output
**F_max**: 6.96 eV/Å
**HOMO**: -8.746 eV
**Relative energy (zero: lowest compared OMol25 entry of this formula, charge and spin)**: 155.2 kcal per mole
**LUMO**: -3.97 eV
**Orbital gap**: 4.8 eV

No. 11
# C3H8O2S

A 2-piece molecular cluster, C3H8O2S overall (ωB97M-V with the def2-TZVPD basis set, the Open Molecules 2025 dataset).

ORCA input file:
```
! wB97M-V def2-TZVPD RIJCOSX def2/J DEFGRID3
* xyz 0 1
O -0.584 -2.990 0.446
C 0.161 -2.599 -0.398
O 1.382 -3.146 -0.651
H -0.027 -1.740 -1.069
H 1.823 -3.364 0.183
C -0.455 3.152 -0.832
S -0.669 1.563 -0.028
C 0.528 1.686 1.348
H -0.650 2.988 -1.892
H -1.226 3.848 -0.509
H 0.505 3.651 -0.769
H 0.327 2.604 1.910
H 1.525 1.706 0.917
H 0.430 0.777 1.926
*
```

Output
**F_max**: 1.01 eV/Å
**HOMO**: -8.597 eV
**Relative energy (zero: lowest compared OMol25 entry of this formula, charge and spin)**: 16.8 kcal per mole
**SMILES**: O=CO.CSC
**LUMO**: 0.76 eV
**Orbital gap**: 9.4 eV

No. 12
# C3H8O2S

A 2-piece molecular cluster, C3H8O2S overall (ωB97M-V with the def2-TZVPD basis set, the Open Molecules 2025 dataset).

ORCA input file:
```
! wB97M-V def2-TZVPD RIJCOSX def2/J DEFGRID3
* xyz 0 1
C 1.706 -1.035 0.567
C 1.870 0.843 -1.049
C 1.201 0.241 -0.098
O -4.035 -0.162 -0.082
O -1.886 -0.324 1.085
S -2.408 -0.369 -0.217
H 2.318 -0.607 1.337
H 0.980 -1.654 1.085
H 2.089 -1.663 -0.144
H 2.756 0.425 -1.466
H -4.353 0.469 0.548
H 1.546 1.908 -1.327
H 0.473 0.845 0.409
H -2.258 1.081 -0.650
*
```

Output
**F_max**: 4.98 eV/Å
**HOMO**: -9.692 eV
**Relative energy (zero: lowest compared OMol25 entry of this formula, charge and spin)**: 73.3 kcal per mole
**LUMO**: 0.38 eV
**Orbital gap**: 10.1 eV